No. 1
# C3H7AgNO9P2

A structure of composition C3H7AgNO9P2 (ωB97M-V/def2-TZVPD, the OMol25 dataset).

Positions of all 23 atoms, in Å:
1 Ag -5.48496 -5.30819 -16.68619
2 P -3.50575 -5.17547 -14.91935
3 O -3.49089 -4.65020 -16.35522
4 O -2.07264 -5.20014 -14.28522
5 O -4.25230 -6.53406 -15.31009
6 O -4.49413 -4.33797 -14.12413
7 P -7.87236 -4.29959 -16.91579
8 O -8.99057 -4.12642 -17.94488
9 O -7.52760 -5.72399 -16.71783
10 O -8.60675 -3.90743 -15.57857
11 O -6.53141 -3.48247 -16.98020
12 C -4.26865 -6.04718 -19.45385
13 O -5.01189 -6.50752 -18.66878
14 N -2.98384 -6.60251 -19.47638
15 C -1.96096 -5.97010 -20.18913
16 C -2.51552 -7.58067 -18.51268
17 H -4.52077 -5.29364 -20.21596
18 H -1.47427 -5.27506 -19.50490
19 H -2.13200 -5.55410 -21.18199
20 H -1.26702 -6.79191 -20.36570
21 H -2.00722 -8.33849 -19.10886
22 H -1.68342 -7.13725 -17.96578
23 H -3.22392 -8.05697 -17.83489

HOMO level (spin up / spin down) in eV: 3.13 / 3.23
Multiplicity: 3
HOMO-LUMO gap (spin up / spin down) in eV: 3.702 / 3.605
Charge: -3
E_tot in eV: -45716.1907

No. 2
# C42H112N8O13

A cluster of 10 separate species, C42H112N8O13 in total (ωB97M-V/def2-TZVPD, the OMol25 dataset).

Positions of all 175 atoms, in Å:
1 C 15.82434 19.67946 11.73917
2 O 17.15803 19.33866 12.07006
3 C 17.30146 18.17890 12.84576
4 C 18.44031 17.25942 12.41311
5 C 18.07716 16.56974 11.08890
6 N 18.70332 16.20095 13.40541
7 H 15.32234 18.94012 11.10532
8 H 15.81196 20.59838 11.16254
9 H 15.25717 19.82424 12.66481
10 H 17.61387 18.53746 13.85651
11 H 16.33527 17.60105 12.88543
12 H 19.31418 17.90741 12.33486
13 H 17.21937 15.89215 11.23961
14 H 18.92908 15.96558 10.82063
15 H 17.97325 17.29426 10.28921
16 H 18.71036 16.68025 14.31648
17 H 17.90688 15.57316 13.51336
18 C 20.13292 9.84922 14.36151
19 O 19.17128 10.29017 15.31260
20 C 17.89115 9.86253 14.98887
21 C 16.85415 10.64841 15.80778
22 C 15.44675 10.25575 15.38460
23 N 17.02326 12.04704 15.62350
24 H 20.31522 8.75010 14.38716
25 H 21.05125 10.39561 14.45756
26 H 19.66581 10.05630 13.41132
27 H 17.62819 10.01938 13.92870
28 H 17.81743 8.78604 15.16946
29 H 17.04012 10.37173 16.85914
30 H 14.76782 10.80087 16.04483
31 H 15.29425 9.20308 15.65883
32 H 15.15627 10.37709 14.33665
33 H 16.56966 12.56967 16.39433
34 H 18.02666 12.17377 15.66980
35 C 11.83894 17.56577 8.71772
36 O 12.25582 16.56667 9.58913
37 C 12.49599 15.36248 8.97155
38 C 13.22445 14.42683 9.94884
39 C 14.50811 15.02656 10.52823
40 N 13.36173 13.10258 9.34922
41 H 11.70047 18.45133 9.32718
42 H 10.87566 17.41854 8.19727
43 H 12.56812 17.84156 7.95850
44 H 11.54979 14.87282 8.72476
45 H 13.08735 15.55745 8.06132
46 H 12.53151 14.36896 10.82825
47 H 14.48679 16.12043 10.58486
48 H 15.38216 14.84502 9.90376
49 H 14.68613 14.58773 11.50708
50 H 14.13068 13.15243 8.70166
51 H 13.62104 12.44042 10.06530
52 C 15.06848 14.78738 22.09630
53 O 15.89701 14.45598 20.97322
54 C 15.86968 13.09161 20.64171
55 C 16.51460 12.90082 19.25987
56 C 17.92078 13.43352 19.15915
57 N 15.66234 13.52865 18.21191
58 H 14.04755 14.50967 21.79844
59 H 14.98879 15.88368 22.13684
60 H 15.27948 14.26180 23.00682
61 H 16.38864 12.50037 21.39409
62 H 14.86501 12.67645 20.69123
63 H 16.59237 11.80641 19.11917
64 H 18.55533 12.85329 19.84290
65 H 17.97872 14.47504 19.49514
66 H 18.32024 13.33267 18.14286
67 H 15.84173 14.52853 18.23514
68 H 14.67494 13.44052 18.47829
69 C 8.63858 12.43622 11.22608
70 O 9.27604 13.39091 11.96620
71 C 8.63770 14.61456 12.09099
72 C 9.53908 15.69051 12.71114
73 C 9.78397 15.33288 14.21755
74 N 8.86840 16.96795 12.63474
75 H 8.51108 12.78249 10.21414
76 H 7.70480 12.11331 11.67354
77 H 9.25665 11.54893 11.32620
78 H 8.35588 14.82743 11.05142
79 H 7.70370 14.46955 12.66667
80 H 10.50330 15.50488 12.26486
81 H 10.62857 15.96890 14.57961
82 H 10.20962 14.34178 14.35586
83 H 8.85686 15.54568 14.76893
84 H 9.42888 17.60633 13.19134
85 H 8.91184 17.35421 11.69301
86 C 11.24171 11.28616 14.10138
87 O 12.36228 10.70577 13.41784
88 C 12.26000 10.55011 12.01013
89 C 13.61410 10.20065 11.36485
90 N 14.59791 11.22478 11.62718
91 C 15.97001 10.81295 11.36254
92 C 16.93187 11.93424 11.55554
93 O 18.27475 11.50466 11.32743
94 C 19.22597 12.48191 11.61538
95 H 11.20609 12.34433 13.83073
96 H 11.29722 11.06208 15.15928
97 H 10.29126 10.84854 13.77561
98 H 11.97255 11.48632 11.50287
99 H 11.53875 9.78749 11.73787
100 H 13.44414 10.25176 10.26468
101 H 13.88913 9.17100 11.61675
102 H 14.44793 11.57256 12.56530
103 H 15.96002 10.48624 10.30207
104 H 16.30278 9.95216 11.97028
105 H 16.86998 12.25873 12.59161
106 H 16.60439 12.78050 10.91960
107 H 19.31784 12.81425 12.63514
108 H 19.00073 13.34989 10.98621
109 H 20.22667 12.14904 11.34272
110 C 14.04041 18.76932 15.16177
111 O 15.32588 19.22599 15.48548
112 C 15.50380 20.35307 16.36385
113 C 16.95942 20.80684 16.50682
114 N 17.55899 21.23885 15.25588
115 C 18.93155 21.67017 15.37644
116 C 19.43376 22.37225 14.11203
117 O 20.82957 22.63549 14.27082
118 C 21.29907 23.48615 13.19670
119 H 13.40641 19.53443 14.66870
120 H 13.54003 18.27413 15.98488
121 H 14.22437 17.96866 14.43126
122 H 15.18520 20.03610 17.38431
123 H 14.84678 21.18811 16.09656
124 H 17.45392 19.91566 16.92921
125 H 17.00353 21.59155 17.26622
126 H 17.44674 20.52211 14.53065
127 H 19.58078 20.79207 15.62130
128 H 18.98137 22.27456 16.26875
129 H 18.91045 23.29456 13.96695
130 H 19.22099 21.77519 13.22776
131 H 20.74126 24.42520 13.25960
132 H 21.23319 23.03444 12.21174
133 H 22.35144 23.68621 13.34234
134 C 13.29705 9.04328 19.37175
135 O 12.72806 10.16186 20.01403
136 C 12.80656 11.35906 19.23737
137 C 12.19266 12.51548 19.95432
138 N 12.36740 13.84158 19.40054
139 C 11.50402 14.07129 18.19318
140 C 11.71228 15.50119 17.68645
141 O 13.06806 15.84043 17.31015
142 C 13.70359 16.64761 18.28885
143 H 14.35216 9.19152 19.12929
144 H 12.75560 8.73538 18.46716
145 H 13.29006 8.21755 20.10341
146 H 12.33518 11.07435 18.28037
147 H 13.83706 11.53094 18.96080
148 H 12.71265 12.52816 20.93280
149 H 11.16519 12.26253 20.25442
150 H 12.10867 14.44913 20.16869
151 H 10.42547 13.90450 18.31875
152 H 11.87192 13.36313 17.42541
153 H 11.32043 16.25642 18.37682
154 H 11.06113 15.62285 16.80507
155 H 14.65569 16.97943 17.91196
156 H 13.89057 15.99961 19.15103
157 H 13.05218 17.49296 18.49649
158 C 17.80690 17.02731 17.33330
159 C 19.16563 16.62784 17.02353
160 O 19.86800 17.75594 16.41442
161 H 17.85103 17.72048 18.16907
162 H 17.16491 16.22196 17.67350
163 H 17.26838 17.47534 16.50448
164 H 19.15942 15.85775 16.23953
165 H 19.68028 16.18201 17.87646
166 H 20.73811 17.47629 16.09928
167 C 13.84769 14.00424 14.64739
168 C 15.06220 14.85931 14.65732
169 O 16.13963 14.30978 13.88036
170 H 14.08125 13.03807 15.12303
171 H 13.47801 13.68037 13.69013
172 H 13.07905 14.50009 15.24462
173 H 15.36880 15.08052 15.70919
174 H 14.85832 15.83020 14.15767
175 H 16.35257 13.49923 14.36803

HOMO level in eV: -8.28
HOMO-LUMO gap in eV: 8.776
Energy above the lowest of the compared OMol25 structures with the same formula, charge and spin in kJ/mol: 22.9
E_tot in eV: -83901.2869
SMILES: COC[C@H](C)N.COC[C@H](C)N.COC[C@H](C)N.COC[C@H](C)N.COC[C@H](C)N.COCCNCCOC.COCCNCCOC.COCCNCCOC.CCO.CCO

No. 3
# C4H5F2N

A structure of composition C4H5F2N (ωB97M-V/def2-TZVPD, the OMol25 dataset).

Positions of all 12 atoms, in Å:
1 C -1.87301 0.95723 -0.19534
2 C -1.35289 -0.22717 0.08034
3 C 0.54885 -0.48136 -0.32685
4 C 1.42534 0.13734 0.64317
5 N 0.65082 -1.25104 -1.28264
6 F -2.00338 -1.34194 0.33509
7 F 2.64512 0.42436 0.13744
8 H -2.98740 1.05133 -0.21861
9 H -1.13155 1.78748 -0.31946
10 H 1.54613 -0.46784 1.68616
11 H 0.99684 1.03549 0.94412
12 H 1.53514 -1.62388 -1.48343

HOMO level in eV: -9.72
HOMO-LUMO gap in eV: 10.421
Energy above the lowest of the compared OMol25 structures with the same formula, charge and spin in kJ/mol: 284.0
E_tot in eV: -11150.5387

No. 4
# C42H31ClF6N8O9PS2Ta

A structure of composition C42H31ClF6N8O9PS2Ta (ωB97M-V/def2-TZVPD, the OMol25 dataset).

Positions of all 101 atoms, in Å:
1 Ta 0.79030 -0.32642 -0.40262
2 O 0.51223 -4.48673 -0.98925
3 C 0.53326 -3.47996 -0.33365
4 N 0.45478 -2.20869 -0.96804
5 C 0.69483 -2.31096 -2.41542
6 C 2.14276 -1.92302 -2.59498
7 C 3.01638 -2.43210 -3.52889
8 C 4.34514 -2.03052 -3.47665
9 C 4.75375 -1.13329 -2.50291
10 C 3.81429 -0.63131 -1.62771
11 N 2.53711 -1.02794 -1.67532
12 C 0.72509 -3.53008 1.14519
13 C 1.22156 -4.70093 1.69406
14 C 1.41586 -4.74733 3.06518
15 C 1.09899 -3.63006 3.81870
16 C 0.59640 -2.50890 3.17609
17 N 0.41049 -2.45344 1.85719
18 H 0.03537 -1.63539 -2.96091
19 H 0.48948 -3.32654 -2.74693
20 H 2.67237 -3.15435 -4.25612
21 H 5.06126 -2.43074 -4.18190
22 H 5.78209 -0.81231 -2.42646
23 H 4.08202 0.08858 -0.86704
24 H 1.44179 -5.53941 1.04928
25 H 1.80713 -5.63926 3.53547
26 H 1.23172 -3.61974 4.89155
27 H 0.31924 -1.63210 3.74604
28 O 4.37992 1.39862 4.44805
29 C 3.62954 2.47610 4.23358
30 O 3.80527 3.49528 4.83033
31 C 2.52478 2.38682 3.21377
32 C 1.59140 3.39620 3.00328
33 Cl 1.32542 4.77118 3.93994
34 N 0.78719 3.03365 1.96955
35 N 1.12596 1.81868 1.50525
36 C 2.15895 1.42828 2.25815
37 C 2.72432 0.10794 1.96338
38 O 3.65192 -0.45498 2.45245
39 O 2.00488 -0.48313 0.96429
40 C -0.29830 3.77831 1.38525
41 C -1.45290 3.10244 1.03572
42 C -2.50875 3.80556 0.48026
43 C -2.40970 5.17100 0.26691
44 C -1.23550 5.83105 0.59849
45 C -0.17223 5.14153 1.15781
46 H 4.18528 0.66002 3.84643
47 H -1.54216 2.04261 1.21388
48 H -3.41484 3.28225 0.20893
49 H -3.23759 5.71800 -0.16249
50 H -1.13499 6.89215 0.41625
51 H 0.74421 5.66955 1.36978
52 N -2.84460 0.20632 -0.04498
53 P -1.70584 -0.79909 0.71251
54 C -2.15707 -0.44276 2.42592
55 C -3.41219 -0.85022 2.88725
56 C -3.83578 -0.48863 4.15677
57 C -3.01849 0.28125 4.97356
58 C -1.77457 0.69537 4.51893
59 C -1.34943 0.33744 3.24859
60 C -2.27840 -2.49605 0.38971
61 C -2.29127 -3.45178 1.40784
62 C -2.73561 -4.74026 1.15664
63 C -3.17110 -5.09211 -0.11260
64 C -3.17489 -4.14563 -1.12688
65 C -2.73298 -2.85561 -0.88026
66 C -2.80006 0.51159 -1.38779
67 C -3.85802 1.18081 -2.01088
68 C -3.76191 1.44285 -3.35542
69 C -2.62388 1.03174 -4.04921
70 C -1.63583 0.39180 -3.34515
71 N -1.69917 0.12970 -2.02538
72 H -3.64435 0.50903 0.49054
73 H -4.06006 -1.45349 2.26361
74 H -4.80663 -0.81095 4.50822
75 H -3.35273 0.55873 5.96421
76 H -1.13788 1.29967 5.15208
77 H -0.37830 0.66065 2.90088
78 H -1.96405 -3.19544 2.40668
79 H -2.74517 -5.46771 1.95730
80 H -3.51385 -6.09893 -0.30937
81 H -3.52630 -4.40916 -2.11540
82 H -2.74596 -2.13826 -1.68890
83 H -4.73314 1.46547 -1.44215
84 H -4.56379 1.95667 -3.86846
85 H -2.51166 1.20792 -5.10887
86 H -0.74001 0.07486 -3.85365
87 F 2.98620 2.24382 -0.73261
88 C 2.35034 3.23643 -1.35912
89 F 3.15232 3.79290 -2.23492
90 F 1.94376 4.12402 -0.47920
91 S 0.83605 2.56982 -2.28240
92 O 0.74688 1.10522 -1.68385
93 O -0.32061 3.27308 -1.86851
94 N 1.11872 2.58898 -3.75972
95 S 2.46741 2.05264 -4.51196
96 O 3.27512 1.29912 -3.59961
97 O 2.98954 3.09917 -5.30626
98 C 1.74990 0.83305 -5.69344
99 F 1.30864 -0.24650 -5.02798
100 F 0.74844 1.36088 -6.36827
101 F 2.71448 0.45542 -6.51121

HOMO level in eV: -13.96
HOMO-LUMO gap in eV: 6.905
Charge: +2
Energy above the lowest of the compared OMol25 structures with the same formula, charge and spin in kJ/mol: 230.7
E_tot in eV: -135732.9074